Density functional theory data (ωB97M-V/def2-TZVPD) for C30H36N4P2SZn as an isolated structure.

Values from the calculation:
M (g/mol): 612.05
DFT total energy (Eh): -4243.9088
HOMO level (eV): -5.417
HOMO-LUMO gap (Ha): 0.19167
Strongest force on any atom (Eh/bohr): 0.0128

Cartesian coordinates (Å):
Zn  -0.2203  -2.1771  -0.0546
N  -2.1391  -3.3678  -0.3511
N  -2.7584  -3.7841  0.8331
C  -2.2411  -3.4745  2.0617
N  -2.8664  -4.1446  3.0627
S  -1.0475  -2.3764  2.3688
H  -2.8415  -3.0671  -1.0172
H  -1.5726  -4.1202  -0.7419
H  -3.3406  -4.6060  0.7607
H  -3.3681  -4.9972  2.8777
H  -2.4659  -4.0491  3.9801
C  -1.0462  2.3409  -0.1933
P  -1.0938  0.6391  0.5251
C  0.3132  0.5891  1.7001
C  0.2396  0.9665  3.0450
C  1.3554  0.8928  3.8599
C  2.5637  0.4316  3.3484
C  2.6434  0.0346  2.0274
C  1.5255  0.1144  1.2060
C  -2.5896  0.7401  1.5782
C  -2.8596  1.8018  2.4429
C  -4.0263  1.8349  3.1908
C  -4.9584  0.8133  3.0681
C  -4.7254  -0.2284  2.1836
C  -3.5505  -0.2567  1.4460
P  -0.5382  2.2919  -1.9697
C  -0.2951  4.0769  -2.3125
C  0.5818  4.4624  -3.3276
C  0.7337  5.7955  -3.6687
C  0.0045  6.7749  -3.0067
C  -0.8780  6.4061  -2.0047
C  -1.0268  5.0679  -1.6621
C  1.1920  1.7244  -1.8369
C  2.1807  2.4384  -1.1587
C  3.4665  1.9395  -1.0619
C  3.7813  0.7125  -1.6392
C  2.8100  -0.0057  -2.3160
C  1.5213  0.5047  -2.4193
H  -0.4260  2.9970  0.4241
H  -2.0743  2.7087  -0.1700
H  -0.6991  1.2786  3.4772
H  1.2794  1.1782  4.9013
H  3.4320  0.3599  3.9908
H  3.5629  -0.3680  1.6252
H  1.6049  -0.2374  0.1859
H  -2.1586  2.6240  2.5234
H  -4.2098  2.6607  3.8657
H  -5.8711  0.8386  3.6491
H  -5.4556  -1.0185  2.0652
H  -3.3682  -1.0709  0.7565
H  1.1627  3.7112  -3.8504
H  1.4257  6.0712  -4.4541
H  0.1260  7.8171  -3.2707
H  -1.4536  7.1588  -1.4815
H  -1.7232  4.8085  -0.8753
H  1.9396  3.3935  -0.7047
H  4.2229  2.4970  -0.5249
H  4.7853  0.3170  -1.5537
H  3.0473  -0.9640  -2.7571
H  0.7596  -0.0607  -2.9431
C  2.4188  -3.1739  -2.2629
C  1.7959  -3.9660  -1.1013
C  0.7101  -4.8926  -1.6860
C  2.8937  -4.8575  -0.4955
N  1.3271  -3.1179  -0.0383
H  2.8971  -3.8155  -3.0120
H  3.1625  -2.4847  -1.8597
H  1.6448  -2.5786  -2.7583
H  1.0859  -5.6177  -2.4165
H  -0.0405  -4.2780  -2.2016
H  0.2365  -5.4440  -0.8679
H  3.3398  -5.5211  -1.2433
H  2.4794  -5.4642  0.3114
H  3.6766  -4.2281  -0.0714

Density functional theory data (ωB97M-V/def2-TZVPD) for C30H37BBrIN9OPRhSe as an isolated structure in a non-equilibrium geometry.

Values from the calculation:
M (g/mol): 970.15
DFT total energy (Eh): -7482.9446
HOMO level (alpha / beta) (eV): -13.513 / -13.513
HOMO-LUMO gap (alpha / beta) (Ha): 0.24060 / 0.19568
Charge: +2
Strongest force on any atom (Eh/bohr): 0.0196
Multiplicity: 2
Relative energy (zero: lowest compared OMol25 entry of this formula, charge and spin) (kcal/mol): 29.3

Cartesian coordinates (Å):
Rh  -0.3320  0.3536  0.4483
C  2.0149  -2.5222  0.7535
C  1.0232  -2.4264  -0.3487
C  0.9782  -3.2167  -1.4930
C  -0.1340  -2.8075  -2.1970
N  -0.7202  -1.8269  -1.5081
N  -0.0337  -1.5788  -0.3675
B  -2.1168  -1.2028  -1.5711
N  -1.9833  0.2939  -1.8930
C  -2.4861  0.9495  -2.9352
C  -2.4803  2.2951  -2.6419
C  -1.9657  2.4044  -1.3548
C  -1.9023  3.6605  -0.5644
N  -1.6336  1.1621  -0.9122
N  -2.6690  -1.2918  -0.1144
C  -3.5625  -2.1356  0.4226
C  -3.5975  -1.9491  1.7873
C  -2.6510  -0.9591  2.0521
C  -2.2910  -0.3219  3.3495
N  -2.1024  -0.5797  0.8946
N  -3.0273  -1.8320  -2.5722
C  -4.3885  -1.7783  -2.6208
C  -4.7814  -2.2157  -3.8516
C  -3.5796  -2.5222  -4.5330
C  -3.4197  -3.0426  -5.9247
N  -2.5321  -2.2762  -3.7697
H  1.8554  -3.4484  1.3101
H  1.9089  -1.6843  1.4208
H  3.0305  -2.5428  0.3587
H  1.6581  -4.0111  -1.7514
H  -0.5518  -3.1273  -3.1364
H  -2.8257  0.4234  -3.8137
H  -2.8593  3.0985  -3.2501
H  -2.7471  4.2896  -0.8403
H  -0.9993  4.2224  -0.7743
H  -1.9580  3.4630  0.5048
H  -4.1113  -2.8268  -0.1945
H  -4.2251  -2.4557  2.5000
H  -2.9996  0.4743  3.5845
H  -1.2942  0.1075  3.2986
H  -2.3379  -1.0482  4.1594
H  -4.9756  -1.3979  -1.8006
H  -5.7866  -2.3381  -4.2182
H  -3.8738  -4.0293  -6.0189
H  -2.3671  -3.1150  -6.1873
H  -3.9244  -2.3929  -6.6392
C  0.8936  -1.9508  4.2748
P  1.4691  -0.4272  3.5488
C  3.2407  -0.5604  3.3665
C  1.1745  0.8760  4.7351
O  0.7783  -0.1448  2.2184
H  1.3794  -2.1079  5.2390
H  1.1246  -2.7850  3.6125
H  -0.1852  -1.9019  4.4189
H  3.5099  -1.5363  2.9641
H  3.7225  -0.4298  4.3365
H  3.5834  0.2233  2.6911
H  1.5574  0.5924  5.7156
H  0.1042  1.0733  4.8047
H  1.6752  1.7852  4.4022
Se  0.2325  2.4701  1.7072
C  0.7730  4.1449  1.0201
C  0.5706  5.2130  1.8853
C  0.8842  6.4894  1.4270
N  1.3946  6.7250  0.2237
C  1.5903  5.6872  -0.5948
C  1.2989  4.3787  -0.2469
H  0.1866  5.0719  2.8876
H  0.7276  7.3527  2.0621
H  2.0003  5.9147  -1.5713
H  1.4968  3.5775  -0.9407
Br  3.7914  2.0649  0.7801
C  4.2529  0.5315  -0.2226
C  5.4815  -0.0659  0.0192
C  5.8576  -1.1889  -0.7053
C  5.0172  -1.7127  -1.6759
C  3.7879  -1.1210  -1.9228
C  3.4063  -0.0096  -1.1856
I  1.5665  0.8561  -1.6346
H  6.1444  0.3572  0.7618
H  6.8210  -1.6425  -0.5151
H  5.3192  -2.5776  -2.2509
H  3.1286  -1.5172  -2.6817

Density functional theory data (ωB97M-V/def2-TZVPD) for C30H37CuN3SSeSi as an isolated structure.

Values from the calculation:
M (g/mol): 642.31
DFT total energy (Eh): -6059.3363
HOMO level (eV): -3.449
HOMO-LUMO gap (Ha): 0.21596
Charge: -1
Strongest force on any atom (Eh/bohr): 0.0084

Cartesian coordinates (Å):
Cu  1.1259  -0.7010  0.8671
C  -0.8553  -3.6871  1.0187
C  0.0973  -3.4181  2.1475
C  0.2286  -4.2674  3.2353
C  1.1590  -3.9248  4.2207
C  1.9107  -2.7803  4.1237
C  1.7321  -1.9286  2.9981
N  0.8279  -2.3104  2.0420
N  2.3331  -0.7794  2.7191
Si  3.4820  0.1292  3.5732
C  2.9997  0.5313  5.3496
C  5.1759  -0.7152  3.6388
C  3.6838  1.7555  2.6657
H  -0.3292  -4.1707  0.1918
H  -1.2683  -2.7484  0.6450
H  -1.6674  -4.3419  1.3349
H  -0.3787  -5.1584  3.3123
H  1.2871  -4.5733  5.0814
H  2.6275  -2.5167  4.8901
H  2.8383  -0.3659  5.9505
H  2.0788  1.1182  5.3776
H  3.7892  1.1177  5.8301
H  5.2914  -1.3226  4.5405
H  5.9889  0.0163  3.6296
H  5.3040  -1.3757  2.7778
H  2.7358  2.2978  2.6468
H  3.9778  1.5897  1.6259
H  4.4377  2.3929  3.1359
N  1.0323  0.6643  -0.5333
S  0.9358  0.0887  -2.0278
C  2.6026  -0.4536  -2.3381
C  3.5565  -0.4346  -1.3362
C  4.8316  -0.9163  -1.6163
C  5.1390  -1.4007  -2.8765
C  4.1695  -1.4129  -3.8748
C  2.8961  -0.9439  -3.6056
C  0.8820  1.5121  -3.1084
C  1.9387  2.4087  -3.2105
C  1.7842  3.5429  -3.9868
C  0.5766  3.7810  -4.6385
C  -0.4777  2.8919  -4.5113
C  -0.3297  1.7455  -3.7378
H  0.0757  1.0054  -0.3454
H  3.3089  -0.0517  -0.3539
H  5.5809  -0.9090  -0.8350
H  6.1331  -1.7750  -3.0857
H  4.4050  -1.7932  -4.8603
H  2.1323  -0.9520  -4.3744
H  2.8633  2.2185  -2.6795
H  2.5996  4.2488  -4.0793
H  0.4582  4.6748  -5.2383
H  -1.4236  3.0920  -4.9971
H  -1.1551  1.0595  -3.5863
C  -8.3555  1.4799  -0.5968
C  -6.8816  1.1729  -0.6197
C  -5.9346  2.1712  -0.7964
C  -4.5702  1.8988  -0.8341
C  -3.6065  3.0339  -1.0339
C  -4.1057  0.5775  -0.6953
Se  -2.2414  0.1840  -0.8110
C  -5.0606  -0.4382  -0.4925
C  -4.6533  -1.8758  -0.3129
C  -6.4151  -0.1260  -0.4647
H  -8.5306  2.5566  -0.6255
H  -8.8343  1.0894  0.3046
H  -8.8734  1.0391  -1.4531
H  -6.2643  3.2010  -0.9080
H  -4.1352  3.9892  -1.0682
H  -3.0365  2.9036  -1.9572
H  -2.8648  3.0569  -0.2332
H  -3.6817  -1.9419  0.1730
H  -4.5555  -2.3811  -1.2784
H  -5.3991  -2.4144  0.2764
H  -7.1296  -0.9305  -0.3057